Computed, not measured: a cluster of 12 separate species, C36H96O36S12 in total at a distorted geometry, with the ωB97M-V functional and the def2-TZVPD basis.

Summary:
Lowest unoccupied orbital energy, eV: 0.015
ΔE to the lowest compared entry with this formula, charge and spin, kJ/mol: 1271.95
Structure (SMILES): CCOS(C)(=O)=O.CCOS(C)(=O)=O.CCOS(C)(=O)=O.CCOS(C)(=O)=O.CCOS(C)(=O)=O.CCOS(C)(=O)=O.CCOS(C)(=O)=O.CCOS(C)(=O)=O.CCOS(C)(=O)=O.CCOS(C)(=O)=O.CCOS(C)(=O)=O.CCOS(C)(=O)=O
Frontier orbital gap, Ha: 0.390

Structure (ORCA input):
```
! RIJCOSX wB97M-V def2-TZVPD def2/J DEFGRID3
* xyz 0 1
C 7.027 0.854 -5.740
C 8.310 1.353 -5.078
O 9.039 0.236 -4.525
S 10.708 0.384 -4.217
C 10.793 0.380 -2.292
O 11.303 -0.885 -4.553
O 11.184 1.596 -4.790
H 6.482 0.327 -4.957
H 7.158 0.324 -6.684
H 6.481 1.757 -6.013
H 8.962 1.929 -5.734
H 7.850 2.034 -4.362
H 10.196 1.207 -1.906
H 11.773 0.632 -1.889
H 10.398 -0.537 -1.856
C -7.657 9.935 3.557
C -7.840 9.683 2.043
O -6.651 9.429 1.261
S -6.433 7.905 0.558
C -5.670 7.155 1.991
O -7.650 7.233 0.212
O -5.429 8.111 -0.447
H -7.067 10.843 3.684
H -6.990 9.194 3.998
H -8.587 10.045 4.116
H -8.590 8.901 1.929
H -8.106 10.683 1.702
H -5.130 7.903 2.572
H -5.096 6.311 1.609
H -6.537 6.796 2.544
C -1.006 -1.669 -9.344
C -0.690 -3.187 -8.861
O -0.121 -3.794 -10.025
S 0.119 -5.469 -9.884
C -1.253 -6.093 -10.941
O 1.410 -5.801 -10.494
O -0.197 -5.790 -8.453
H -1.501 -1.031 -8.612
H -1.592 -1.494 -10.247
H -0.034 -1.318 -9.691
H -0.052 -3.295 -7.983
H -1.687 -3.607 -8.730
H -1.238 -5.622 -11.923
H -2.160 -5.925 -10.360
H -1.081 -7.165 -11.035
C -2.826 0.123 -2.275
C -2.431 -0.581 -0.874
O -1.044 -0.974 -0.844
S 0.041 0.183 -0.422
C 0.425 -0.127 1.379
O 1.180 -0.046 -1.284
O -0.547 1.488 -0.327
H -2.710 -0.557 -3.119
H -2.230 1.019 -2.445
H -3.884 0.347 -2.416
H -2.659 0.329 -0.317
H -3.097 -1.442 -0.812
H 1.116 0.614 1.780
H 0.735 -1.157 1.555
H -0.547 0.019 1.852
C -0.911 -7.186 -2.459
C -1.836 -8.360 -2.880
O -3.105 -8.317 -2.325
S -4.314 -7.204 -2.687
C -5.546 -8.315 -3.542
O -4.845 -6.700 -1.424
O -3.811 -6.362 -3.764
H -0.999 -6.225 -2.965
H 0.090 -7.400 -2.835
H -0.792 -7.151 -1.376
H -2.033 -8.419 -3.951
H -1.559 -9.335 -2.478
H -5.100 -8.859 -4.375
H -6.349 -7.676 -3.911
H -5.917 -8.980 -2.762
C 7.604 -3.696 0.758
C 7.064 -4.734 -0.197
O 7.983 -5.023 -1.260
S 9.286 -6.061 -1.055
C 9.803 -6.294 -2.763
O 10.308 -5.279 -0.289
O 8.854 -7.390 -0.595
H 8.378 -4.197 1.339
H 6.797 -3.377 1.417
H 8.037 -2.798 0.316
H 6.775 -5.630 0.352
H 6.258 -4.264 -0.760
H 10.116 -5.359 -3.228
H 9.073 -6.879 -3.323
H 10.616 -6.983 -2.535
C -9.618 -0.983 1.500
C -9.764 -2.365 2.075
O -10.966 -2.321 2.803
S -10.817 -2.528 4.446
C -10.502 -4.320 4.385
O -9.568 -1.905 4.908
O -12.206 -2.257 5.066
H -9.625 -0.156 2.210
H -10.504 -0.712 0.926
H -8.630 -0.846 1.061
H -9.895 -3.016 1.211
H -8.840 -2.672 2.565
H -9.501 -4.571 4.736
H -10.667 -4.817 3.429
H -11.194 -4.892 5.002
C 13.798 4.997 5.135
C 12.701 4.940 6.264
O 11.730 4.059 5.790
S 10.445 4.627 4.825
C 9.080 3.832 5.624
O 10.399 6.073 4.988
O 10.508 4.001 3.496
H 14.054 4.016 4.734
H 14.636 5.508 5.608
H 13.383 5.693 4.406
H 13.157 4.504 7.152
H 12.182 5.871 6.492
H 9.490 2.917 6.050
H 8.237 3.567 4.987
H 8.908 4.351 6.567
C 2.500 6.048 6.867
C 2.402 5.156 8.084
O 3.228 4.092 7.918
S 2.562 2.606 8.396
C 3.069 2.660 10.132
O 1.070 2.494 8.185
O 3.366 1.537 7.704
H 3.527 6.122 6.508
H 2.074 6.982 7.233
H 1.807 5.641 6.131
H 2.501 5.792 8.964
H 1.334 4.954 8.170
H 2.841 1.776 10.727
H 2.684 3.588 10.555
H 4.156 2.696 10.055
C -8.644 -3.609 -8.515
C -8.827 -2.689 -9.713
O -9.753 -3.236 -10.638
S -9.259 -4.505 -11.663
C -10.326 -5.817 -11.092
O -9.771 -4.205 -13.025
O -7.835 -4.765 -11.414
H -9.527 -3.947 -7.973
H -8.230 -2.995 -7.716
H -7.911 -4.404 -8.650
H -9.218 -1.738 -9.352
H -7.951 -2.478 -10.328
H -9.988 -6.788 -11.453
H -11.355 -5.615 -11.390
H -10.311 -5.855 -10.002
C -3.450 -1.965 9.335
C -3.069 -1.577 10.723
O -2.115 -2.502 11.371
S -2.063 -2.553 13.051
C -3.633 -3.379 13.488
O -0.941 -3.430 13.410
O -2.104 -1.183 13.601
H -3.106 -1.334 8.515
H -4.526 -1.991 9.163
H -3.110 -2.960 9.047
H -2.735 -0.539 10.741
H -4.014 -1.467 11.254
H -3.409 -4.445 13.443
H -4.316 -3.053 12.703
H -3.913 -3.174 14.521
C 3.801 6.174 -1.002
C 2.965 7.108 -1.944
O 3.158 8.398 -1.373
S 2.901 9.724 -2.297
C 1.239 9.284 -3.101
O 2.775 10.943 -1.478
O 3.865 9.643 -3.358
H 3.435 6.057 0.018
H 4.849 6.398 -0.802
H 3.911 5.172 -1.417
H 3.442 7.022 -2.920
H 1.965 6.722 -2.143
H 0.721 10.216 -3.330
H 0.632 8.650 -2.455
H 1.626 8.702 -3.937
*
```